(1)
The following is a quantum chemistry calculation of a molecular structure, C47H47FeN6O2P2, from OMol25.

Computed properties:
Relative energy (zero: lowest compared OMol25 entry of this formula, charge and spin): 0.178 eV
Calculated total energy: -4244.42241 Eh
HOMO (spin up / spin down): -9.378 / -9.378 eV
Kohn-Sham gap (spin up / spin down): 0.256 / 0.256 hartree
Charge: +1
Spin multiplicity: 1

Geometry as XYZ:
```
105
C47H47FeN6O2P2 (ωB97M-V with the def2-TZVPD basis set)
Fe 1.11 -0.52 -0.63
C -10.65 5.66 0.37
O -10.65 4.25 0.56
C -9.47 3.60 0.43
C -8.24 4.23 0.19
C -7.10 3.46 0.06
C -7.16 2.08 0.17
C -8.38 1.46 0.41
C -9.53 2.21 0.55
N -6.03 1.20 0.05
N -4.93 1.77 -0.10
C -3.83 0.86 -0.23
C -3.96 -0.49 -0.46
C -2.85 -1.33 -0.62
C -1.57 -0.82 -0.56
O -0.47 -1.53 -0.71
C -1.42 0.58 -0.34
N -0.13 1.05 -0.31
C 0.07 2.33 -0.12
C -0.98 3.25 0.07
C -2.27 2.80 0.06
C -2.53 1.43 -0.17
H -11.69 5.96 0.40
H -10.23 5.93 -0.60
H -10.10 6.16 1.17
H -8.18 5.30 0.12
H -6.14 3.94 -0.12
H -8.40 0.38 0.49
H -10.49 1.74 0.74
H -4.96 -0.90 -0.52
H -2.98 -2.39 -0.79
H 1.09 2.67 -0.14
H -0.75 4.29 0.23
H -3.10 3.47 0.21
C 2.99 1.41 1.89
N 3.09 -0.06 1.70
P 1.54 -0.82 1.65
C 1.78 -2.56 2.14
C 2.50 -2.91 3.28
C 2.56 -4.23 3.68
C 1.90 -5.21 2.94
C 1.19 -4.86 1.81
C 1.13 -3.54 1.40
C 0.61 -0.20 3.06
C 1.20 0.08 4.29
C 0.42 0.44 5.37
C -0.96 0.52 5.23
C -1.56 0.27 4.01
C -0.77 -0.09 2.92
P 3.57 -0.31 0.03
C 5.27 0.32 -0.01
C 5.82 0.62 -1.26
C 7.15 1.00 -1.36
C 7.93 1.09 -0.21
C 7.37 0.82 1.03
C 6.05 0.43 1.14
C 3.84 -2.10 -0.12
C 4.82 -2.83 0.55
C 4.94 -4.18 0.32
C 4.11 -4.82 -0.60
C 3.14 -4.11 -1.28
C 3.01 -2.75 -1.03
H 2.53 1.64 2.84
H 2.42 1.88 1.09
H 4.00 1.83 1.88
H 3.03 -2.16 3.85
H 3.12 -4.51 4.56
H 1.93 -6.24 3.26
H 0.68 -5.62 1.23
H 0.55 -3.26 0.52
H 2.28 0.02 4.41
H 0.88 0.64 6.33
H -1.58 0.79 6.08
H -2.63 0.35 3.89
H -1.24 -0.29 1.97
H 5.21 0.55 -2.15
H 7.57 1.23 -2.32
H 8.97 1.37 -0.29
H 7.98 0.90 1.92
H 5.61 0.21 2.10
H 5.48 -2.33 1.25
H 5.69 -4.75 0.85
H 4.23 -5.88 -0.79
H 2.49 -4.60 -2.00
H 2.26 -2.17 -1.57
C 2.32 0.22 -3.24
C 2.30 0.35 -4.79
N 1.07 -0.20 -5.34
C -0.06 0.56 -4.83
C -0.05 0.58 -3.28
N 1.02 -0.31 -2.76
C 0.80 -1.66 -3.36
C 0.93 -1.59 -4.90
H 2.48 1.19 -2.76
H 3.11 -0.45 -2.91
H 3.15 -0.17 -5.23
H 2.36 1.40 -5.09
H -0.97 0.09 -5.20
H -0.01 1.57 -5.23
H -1.00 0.24 -2.87
H 0.14 1.58 -2.90
H -0.19 -1.98 -3.05
H 1.52 -2.36 -2.95
H 0.06 -2.01 -5.39
H 1.81 -2.14 -5.25
```

Results of the Löwdin charge analysis, in e, for atoms 1 through 2: atom 1 (Fe): 0.36, atom 2 (C): -0.07

=====

(2)
The following is a quantum chemistry calculation of a molecular structure, C19H19F3IrN4O7, from OMol25.

Computed properties:
Relative energy (zero: lowest compared OMol25 entry of this formula, charge and spin): 2.097 eV
⟨S²⟩: 0.80
Calculated total energy: -1884.99967 Eh
HOMO (spin up / spin down): -7.904 / -7.895 eV
Kohn-Sham gap (spin up / spin down): 0.226 / 0.227 hartree
Spin multiplicity: 2

Geometry as XYZ:
```
53
C19H19F3IrN4O7 (ωB97M-V with the def2-TZVPD basis set)
Ir 0.42 -0.08 -0.05
C -0.85 0.63 2.01
C -0.14 -0.59 2.14
C 1.26 -0.27 2.13
C 1.39 1.15 2.03
C 0.10 1.69 1.90
C -0.27 3.12 1.76
C 2.69 1.87 2.09
C 2.36 -1.24 2.40
C -0.70 -1.95 2.41
C -2.32 0.80 2.09
H -0.94 3.25 0.91
H 0.61 3.74 1.60
H -0.79 3.47 2.65
H 3.33 1.54 1.27
H 3.20 1.65 3.03
H 2.56 2.95 2.01
H 3.30 -0.89 1.98
H 2.12 -2.22 1.97
H 2.49 -1.36 3.48
H -0.24 -2.68 1.74
H -1.77 -1.97 2.26
H -0.47 -2.25 3.44
H -2.65 1.65 1.50
H -2.63 0.98 3.13
H -2.84 -0.09 1.73
O -4.76 0.88 -3.45
C -3.73 0.56 -2.92
C -2.36 1.15 -3.16
O -1.96 1.73 -4.16
C -1.62 0.83 -1.95
C -2.23 -0.16 -1.24
O -1.65 -0.74 -0.22
C -3.56 -0.45 -1.79
O -4.36 -1.28 -1.43
O -0.51 1.38 -1.49
N 2.74 2.29 -5.02
C 2.12 1.99 -3.87
N 0.85 2.26 -3.72
N 2.87 1.44 -2.90
C 2.47 1.04 -1.77
N 2.25 0.66 -0.67
H 2.24 2.61 -5.82
H 3.69 1.98 -5.13
H 0.25 2.57 -4.47
H 0.38 2.05 -2.83
F 0.92 -3.23 -3.83
C 1.23 -3.46 -2.56
F 0.51 -4.51 -2.13
F 2.53 -3.78 -2.49
C 0.94 -2.24 -1.67
O 0.43 -1.24 -2.20
O 1.24 -2.32 -0.46
```

Results of the Löwdin charge analysis, in e, for atoms 1 through 2: atom 1 (Ir): 1.54, atom 2 (C): -0.23

=====

(3)
The following is a quantum chemistry calculation of 9 unconnected molecules or ions with the total composition C40H76N8O2P, from OMol25.

Computed properties:
Calculated total energy: -2499.46232 Eh
HOMO: -3.764 eV
Kohn-Sham gap: 0.204 hartree
Charge: -1
Spin multiplicity: 1

Geometry as XYZ:
```
127
C40H76N8O2P (ωB97M-V with the def2-TZVPD basis set)
C -0.76 3.14 -2.04
C -0.04 2.20 -3.01
C 0.94 2.91 -3.98
C 2.38 2.38 -4.07
C 2.63 0.88 -3.88
P 3.93 0.40 -2.53
C 2.92 1.29 -1.16
C 5.28 -0.16 -1.18
C 6.20 0.86 -0.62
O 6.47 0.98 0.55
O 6.79 1.71 -1.54
H -1.60 3.65 -2.53
H -1.12 2.58 -1.18
H -0.07 3.89 -1.64
H 0.43 1.40 -2.44
H -0.82 1.72 -3.62
H 0.47 2.94 -4.97
H 0.99 3.96 -3.66
H 2.74 2.65 -5.07
H 3.02 2.95 -3.38
H 3.08 0.49 -4.81
H 1.72 0.30 -3.71
H 4.67 1.63 -2.86
H 4.74 -0.33 -3.56
H 3.20 -0.84 -2.22
H 2.75 2.35 -1.33
H 3.47 1.22 -0.21
H 1.98 0.76 -0.98
H 5.87 -0.96 -1.64
H 4.76 -0.61 -0.33
H 6.25 2.51 -1.58
C 0.85 -0.80 3.26
C 2.19 -0.29 2.77
C 2.22 1.23 2.59
C 1.24 1.66 1.59
N 0.51 1.95 0.74
H 0.05 -0.60 2.55
H 0.88 -1.88 3.40
H 0.57 -0.34 4.22
H 2.44 -0.76 1.82
H 2.98 -0.56 3.48
H 3.20 1.55 2.24
H 2.00 1.75 3.53
C -2.89 -4.50 6.36
C -1.38 -4.32 6.25
C -0.96 -2.84 6.25
C -1.55 -2.13 5.12
N -2.05 -1.59 4.24
H -3.41 -4.05 5.51
H -3.15 -5.56 6.38
H -3.28 -4.04 7.27
H -1.01 -4.78 5.33
H -0.88 -4.82 7.08
H 0.13 -2.75 6.18
H -1.28 -2.35 7.17
C -4.20 0.52 6.34
C -5.14 0.59 5.15
C -6.61 0.44 5.55
C -6.87 -0.85 6.20
N -7.08 -1.86 6.71
H -4.26 -0.45 6.83
H -3.17 0.66 6.01
H -4.43 1.29 7.09
H -4.87 -0.19 4.44
H -5.02 1.55 4.64
H -7.26 0.51 4.67
H -6.91 1.23 6.24
C 2.90 -5.69 -2.22
C 1.51 -5.29 -2.69
C 1.40 -3.77 -2.82
C 1.56 -3.11 -1.52
N 1.64 -2.63 -0.48
H 3.12 -5.26 -1.24
H 3.01 -6.77 -2.14
H 3.61 -5.32 -2.96
H 0.74 -5.65 -2.00
H 1.31 -5.75 -3.66
H 0.42 -3.47 -3.21
H 2.16 -3.39 -3.51
C -3.33 6.11 -3.44
C -3.62 6.86 -4.74
C -3.84 5.92 -5.93
C -2.67 5.09 -6.18
N -1.74 4.43 -6.33
H -2.42 5.53 -3.52
H -3.21 6.81 -2.61
H -4.15 5.43 -3.19
H -2.80 7.54 -4.96
H -4.51 7.48 -4.62
H -4.06 6.50 -6.83
H -4.69 5.26 -5.75
C -0.06 -10.18 5.10
C -1.22 -9.21 5.25
C -0.91 -7.82 4.69
C 0.22 -7.20 5.37
N 1.12 -6.73 5.92
H 0.82 -9.84 5.65
H -0.33 -11.17 5.48
H 0.23 -10.29 4.05
H -1.49 -9.12 6.31
H -2.10 -9.60 4.73
H -1.77 -7.16 4.80
H -0.68 -7.88 3.63
C -7.38 8.94 -2.38
C -6.09 9.09 -1.59
C -5.30 10.35 -1.97
C -4.91 10.34 -3.37
N -4.58 10.32 -4.48
H -7.18 8.84 -3.45
H -7.92 8.05 -2.06
H -8.03 9.80 -2.24
H -5.46 8.22 -1.74
H -6.32 9.14 -0.52
H -4.40 10.43 -1.36
H -5.90 11.25 -1.79
C 7.93 -4.00 -3.80
C 7.48 -2.60 -4.22
C 6.08 -2.25 -3.71
C 5.06 -3.16 -4.22
N 4.25 -3.87 -4.63
H 7.27 -4.77 -4.22
H 8.94 -4.20 -4.16
H 7.93 -4.10 -2.72
H 7.49 -2.53 -5.31
H 8.18 -1.86 -3.84
H 5.79 -1.24 -4.01
H 6.05 -2.28 -2.62
```

Results of the Löwdin charge analysis, in e, for atoms 1 through 2: atom 1 (C): -0.14, atom 2 (C): -0.26

=====

(4)
The following is a quantum chemistry calculation of C6H9N in the gas phase, from OMol25.

Computed properties:
Relative energy (zero: lowest compared OMol25 entry of this formula, charge and spin): 6.376 eV
Calculated total energy: -288.54774 Eh
HOMO: -7.514 eV
Kohn-Sham gap: 0.284 hartree
Spin multiplicity: 1

Geometry as XYZ:
```
16
C6H9N (ωB97M-V with the def2-TZVPD basis set)
C -1.18 1.35 -0.16
C 0.07 0.54 -0.03
C 0.16 -0.81 0.06
C -1.03 -1.73 0.34
C 1.24 -1.68 0.19
C 2.46 0.78 -0.32
N 1.28 1.29 -0.07
H -2.06 0.73 0.02
H -1.28 1.78 -1.17
H -1.22 2.18 0.56
H -0.87 -2.80 0.09
H -1.86 -1.39 -0.28
H -1.29 -1.68 1.40
H 1.25 -2.40 -0.65
H 3.20 1.60 -0.17
H 1.15 2.27 0.20
```

Results of the Löwdin charge analysis, in e, for atoms 1 through 2: atom 1 (C): -0.05, atom 2 (C): -0.31

=====

(5)
The following is a quantum chemistry calculation of C6H6OS2 in the gas phase, from OMol25.

Computed properties:
Relative energy (zero: lowest compared OMol25 entry of this formula, charge and spin): 5.778 eV
Calculated total energy: -1103.63789 Eh
HOMO: -8.918 eV
Kohn-Sham gap: 0.347 hartree
SMILES: C#CCSSOC=C=C
Spin multiplicity: 1

Geometry as XYZ:
```
15
C6H6OS2 (ωB97M-V with the def2-TZVPD basis set)
C -2.80 1.49 0.55
C 1.92 1.19 0.34
C -2.56 0.35 0.30
C 2.44 0.05 0.56
C -2.38 -0.91 -0.40
C 2.87 -1.16 0.14
O 0.64 1.27 -0.33
S -0.50 -1.34 -0.16
S 0.30 0.01 -1.34
H -2.74 2.36 1.11
H 2.16 2.27 0.57
H -2.44 -0.96 -1.55
H -3.04 -1.57 0.17
H 3.24 -1.14 -0.85
H 2.89 -1.92 0.89
```

Results of the Löwdin charge analysis, in e, for atoms 1 through 2: atom 1 (C): 0.12, atom 2 (C): -0.21

=====

(6)
The following is a quantum chemistry calculation of C17H26N2O4S2 in the gas phase, from OMol25.

Computed properties:
Relative energy (zero: lowest compared OMol25 entry of this formula, charge and spin): 0.194 eV
Calculated total energy: -1870.24235 Eh
HOMO: -8.853 eV
Kohn-Sham gap: 0.343 hartree
SMILES: COc1ccc(S(=O)(=O)NC[C@@H]2CCCN(C(=O)CCSC)C2)cc1
Spin multiplicity: 1

Geometry as XYZ:
```
51
C17H26N2O4S2 (ωB97M-V with the def2-TZVPD basis set)
C -3.26 -2.34 2.62
H -4.34 -2.45 2.55
H -2.93 -2.65 3.61
H -2.77 -2.95 1.86
O -3.01 -0.96 2.41
C -1.73 -0.53 2.41
C -0.62 -1.34 2.61
C 0.65 -0.79 2.55
C 0.81 0.56 2.29
C -0.29 1.38 2.11
C -1.55 0.84 2.18
H -2.43 1.46 2.05
H -0.13 2.43 1.93
S 2.45 1.22 2.07
O 2.54 2.56 2.57
O 3.41 0.25 2.52
N 2.46 1.35 0.40
H 3.13 2.04 0.09
C 2.49 0.10 -0.32
H 2.07 -0.65 0.35
H 3.52 -0.21 -0.57
C 1.64 0.14 -1.60
C 2.33 0.88 -2.75
C 1.43 0.85 -3.97
C 0.08 1.47 -3.63
N -0.54 0.82 -2.49
C -1.83 0.42 -2.60
O -2.39 0.36 -3.68
C -2.59 0.06 -1.33
C -2.77 -1.44 -1.15
H -3.20 -1.89 -2.05
H -3.44 -1.63 -0.30
S -1.22 -2.33 -0.78
C -0.73 -2.79 -2.46
H -1.43 -3.52 -2.86
H 0.26 -3.24 -2.39
H -0.71 -1.91 -3.09
H -2.15 0.50 -0.43
H -3.59 0.49 -1.46
C 0.29 0.79 -1.30
H -0.19 0.22 -0.51
H 0.46 1.82 -0.95
H -0.62 1.39 -4.47
H 0.22 2.53 -3.38
H 1.87 1.39 -4.80
H 1.28 -0.19 -4.29
H 3.29 0.41 -2.97
H 2.52 1.92 -2.46
H 1.47 -0.89 -1.92
H 1.53 -1.39 2.71
H -0.72 -2.39 2.80
```

Results of the Löwdin charge analysis, in e, for atoms 1 through 2: atom 1 (C): -0.08, atom 2 (H): 0.10